i) A 2-piece molecular cluster, C3H8NO overall. Source: the Open Molecules 2025 dataset; level of theory: ωB97M-V with the def2-TZVPD basis set.

Each line ends with the Löwdin charge.
Atoms and positions in Å:
1 C 1.839 0.510 1.382  0.18
2 N 1.657 0.638 0.120  0.21
3 H 2.817 0.749 1.783  0.13
4 H 0.997 0.227 1.974  0.11
5 H 0.680 0.460 -0.162  0.09
6 H 2.358 1.144 -0.407  0.16
7 C -1.038 -0.789 0.159  -0.03
8 C -1.757 -0.113 -0.729  -0.24
9 O -1.371 -0.009 -2.034  0.00
10 H -1.454 -1.086 1.109  0.07
11 H -0.246 -1.441 -0.202  0.08
12 H -2.669 0.410 -0.453  0.13
13 H -1.811 -0.699 -2.540  0.12

For the HOMO energy, the calculation gives -14.14 eV. The charge is +1.

***

ii) A 2-piece molecular cluster, C3H8NO overall. Source: the Open Molecules 2025 dataset; level of theory: ωB97M-V with the def2-TZVPD basis set.

Each line ends with the Löwdin charge.
Atoms and positions in Å:
1 C 0.995 1.388 1.813  0.17
2 N 0.280 0.334 1.724  0.19
3 H 0.714 2.182 2.494  0.13
4 H 1.868 1.399 1.170  0.13
5 H 0.385 -0.296 0.883  0.09
6 H -0.263 -0.093 2.469  0.16
7 C -1.054 0.347 -1.795  0.05
8 C -0.694 -0.874 -1.440  -0.22
9 O 0.335 -1.123 -0.505  -0.08
10 H -1.890 0.477 -2.465  0.07
11 H -0.667 1.239 -1.314  0.06
12 H -1.269 -1.762 -1.674  0.12
13 H 0.928 -1.705 -1.013  0.13

For the HOMO energy, the calculation gives -13.81 eV. The charge is +1.

***

iii) An isolated ion of composition C3H8NO and charge +1. Source: the Open Molecules 2025 dataset; level of theory: ωB97M-V with the def2-TZVPD basis set.

Each line ends with the Löwdin charge.
Atoms and positions in Å:
1 C -0.213 1.666 0.165  -0.10
2 C 0.057 0.238 0.148  -0.38
3 C -0.917 -0.840 0.706  0.04
4 N 1.165 -0.263 -0.713  0.25
5 O 0.637 1.214 1.171  0.00
6 H 0.341 2.356 -0.411  0.12
7 H -1.195 1.975 0.456  0.13
8 H -1.619 -1.031 -0.085  0.10
9 H -1.317 -0.521 1.701  0.13
10 H -0.271 -1.578 1.131  0.08
11 H 1.094 -0.187 -1.740  0.19
12 H 1.348 -1.229 -0.290  0.21
13 H 1.998 0.421 -0.573  0.22

Its SMILES is C[C@@]1([NH3+])CO1. For the HOMO energy, the calculation gives -15.48 eV. The charge is +1.

***

Of them, iii) has the lowest stability.

***

i) A 2-piece molecular cluster, C3H8NO overall. Source: the Open Molecules 2025 dataset; level of theory: ωB97M-V with the def2-TZVPD basis set.

Each line ends with the Löwdin charge.
Atoms and positions in Å:
1 C -1.828 -0.308 0.356  0.14
2 C 0.754 0.332 -0.371  -0.14
3 C 1.510 -0.960 0.003  -0.07
4 N 1.183 1.488 -0.251  0.12
5 O -2.938 0.322 -0.051  0.11
6 H -1.419 -1.128 -0.153  0.06
7 H -1.494 0.092 1.313  0.12
8 H 2.464 -1.008 -0.515  0.08
9 H 0.807 -1.836 -0.029  0.08
10 H 1.705 -0.980 1.053  0.07
11 H 2.177 1.819 -0.170  0.17
12 H -3.431 -0.065 -0.754  0.13
13 H 0.510 2.232 -0.432  0.13

For the HOMO energy (spin up / spin down), the calculation gives -12.89 / -12.91 eV. The charge is +1.

***

ii) A 2-piece molecular cluster, C3H8NO overall. Source: the Open Molecules 2025 dataset; level of theory: ωB97M-V with the def2-TZVPD basis set.

Each line ends with the Löwdin charge.
Atoms and positions in Å:
1 C -0.706 -2.030 1.093  0.13
2 N -0.402 -1.571 -0.059  0.16
3 H -1.690 -2.730 1.140  0.19
4 H -0.173 -1.676 1.957  0.11
5 H -0.049 -0.610 -0.410  0.13
6 H -0.786 -2.169 -0.845  0.18
7 C -0.226 1.576 0.324  -0.01
8 C 0.847 1.707 -0.571  -0.19
9 O 1.070 0.758 -1.567  -0.04
10 H -0.354 2.415 0.993  0.05
11 H -1.181 1.101 0.026  0.06
12 H 1.624 2.387 -0.303  0.11
13 H 2.025 0.844 -1.778  0.13

For the HOMO energy, the calculation gives -13.23 eV. The charge is +1.

***

Of them, i) has the lowest stability.

***

i) A single C2H8N2 molecule. Source: the Open Molecules 2025 dataset; level of theory: ωB97M-V with the def2-TZVPD basis set.

Each line ends with the Löwdin charge.
Atoms and positions in Å:
1 N 1.756 0.550 0.264  -0.01
2 C 0.311 0.313 0.506  -0.30
3 C -0.258 -0.603 -0.564  -0.29
4 N -1.706 -0.888 -0.321  -0.02
5 H 1.814 1.483 -0.120  0.06
6 H 2.278 0.502 1.124  0.05
7 H -0.297 1.218 0.480  0.10
8 H 0.259 -0.164 1.489  0.11
9 H -0.166 -0.054 -1.510  0.10
10 H 0.258 -1.553 -0.646  0.10
11 H -2.031 -0.268 0.419  0.05
12 H -2.217 -0.536 -1.120  0.05

Its SMILES is NCCN. For the HOMO energy, the calculation gives -9.37 eV.

***

ii) A 2-piece molecular cluster, C2H8N2 overall. Source: the Open Molecules 2025 dataset; level of theory: ωB97M-V with the def2-TZVPD basis set.

Each line ends with the Löwdin charge.
Atoms and positions in Å:
1 N -0.507 -0.556 -2.885  -0.03
2 H -0.784 0.163 -3.543  -0.01
3 H -1.199 -0.386 -2.047  0.04
4 H 0.489 -0.313 -2.642  0.03
5 C 0.284 0.091 2.502  -0.03
6 C 0.345 0.678 1.325  -0.32
7 N 0.391 -0.084 0.175  0.00
8 H 0.531 -0.892 2.586  0.01
9 H -0.139 0.632 3.369  0.06
10 H 0.212 1.774 1.229  0.11
11 H 0.695 -1.027 0.518  0.10
12 H -0.318 -0.079 -0.586  0.04

Its SMILES is C=CN.N. For the HOMO energy, the calculation gives -8.24 eV.

***

iii) A 2-piece molecular cluster, C2H8N2 overall. Source: the Open Molecules 2025 dataset; level of theory: ωB97M-V with the def2-TZVPD basis set.

Each line ends with the Löwdin charge.
Atoms and positions in Å:
1 C -0.141 3.696 -3.346  -0.06
2 H 0.003 4.604 -2.758  0.02
3 H -1.162 3.343 -3.207  0.01
4 H -0.190 3.938 -4.437  0.03
5 H 0.573 2.900 -3.185  0.01
6 N 0.009 -2.991 3.522  0.05
7 C 0.130 -2.749 2.141  -0.39
8 N -0.100 -1.711 1.441  0.06
9 H 0.941 -3.246 3.830  0.08
10 H -0.347 -2.173 4.004  0.08
11 H 0.216 -3.658 1.523  0.11
12 H 0.068 -1.955 0.472  0.03

Its SMILES is [H]/N=C/N.C. For the HOMO energy, the calculation gives -10.08 eV.

***

Of them, ii) has the lowest stability.

***

i) A 2-piece molecular cluster, C2H8N2 overall. Source: the Open Molecules 2025 dataset; level of theory: ωB97M-V with the def2-TZVPD basis set.

Each line ends with the Löwdin charge.
Atoms and positions in Å:
1 N 1.770 5.693 -5.534  0.01
2 H 1.346 5.929 -4.726  -0.06
3 H 2.307 4.802 -5.335  0.04
4 H 0.943 5.273 -5.971  0.01
5 C 0.256 -2.650 1.338  -0.14
6 C -1.017 -2.488 2.059  -0.20
7 N -1.282 -1.874 3.316  0.08
8 H 0.365 -2.141 0.323  0.02
9 H 0.900 -3.506 1.396  -0.02
10 H -1.776 -3.204 1.989  0.05
11 H -0.699 -1.129 3.791  0.12
12 H -2.229 -1.930 3.677  0.08

Its SMILES is C=CN.N. For the HOMO energy, the calculation gives -6.44 eV.

***

ii) A 2-piece molecular cluster, C2H8N2 overall. Source: the Open Molecules 2025 dataset; level of theory: ωB97M-V with the def2-TZVPD basis set.

Each line ends with the Löwdin charge.
Atoms and positions in Å:
1 C -1.532 1.580 0.470  -0.06
2 H -0.457 1.686 0.606  0.01
3 H -1.632 1.432 -0.614  0.03
4 H -2.161 2.449 0.654  0.02
5 H -1.828 0.743 1.087  0.02
6 N 0.782 -0.951 0.707  0.07
7 C 1.371 -1.359 -0.462  -0.40
8 N 0.653 -1.602 -1.473  0.05
9 H 1.281 -0.564 1.493  0.09
10 H 0.049 -0.335 0.377  0.04
11 H 2.455 -1.565 -0.444  0.11
12 H 1.020 -1.514 -2.403  0.03

Its SMILES is [H]/N=C/N.C. For the HOMO energy, the calculation gives -9.05 eV.

***

iii) A 2-piece molecular cluster, C2H8N2 overall. Source: the Open Molecules 2025 dataset; level of theory: ωB97M-V with the def2-TZVPD basis set.

Each line ends with the Löwdin charge.
Atoms and positions in Å:
1 N 0.850 -4.786 -0.099  0.00
2 H 0.003 -4.436 0.351  0.00
3 H 1.334 -3.893 -0.154  0.00
4 H 0.593 -5.050 -1.043  0.00
5 C -1.074 1.587 -0.356  -0.03
6 C 0.068 1.965 0.206  -0.29
7 N 0.441 3.335 0.427  0.01
8 H -1.851 2.202 -0.782  0.05
9 H -1.164 0.508 -0.446  0.04
10 H 0.778 1.174 0.415  0.09
11 H 0.352 3.511 1.419  0.07
12 H -0.331 3.883 0.063  0.06

Its SMILES is C=CN.N. For the HOMO energy, the calculation gives -9.12 eV.

***

Of them, i) has the lowest stability.

***

i) A 3-piece molecular cluster, C3H10NO4 overall. Source: the Open Molecules 2025 dataset; level of theory: ωB97M-V with the def2-TZVPD basis set.

Each line ends with the Löwdin charge.
Atoms and positions in Å:
1 C 1.892 -1.834 0.668  -0.28
2 C 0.476 -1.765 1.299  -0.14
3 C 0.019 -0.223 1.430  -0.73
4 O -0.081 0.383 0.344  -0.09
5 O -0.176 0.165 2.592  -0.07
6 N 1.778 -1.673 -0.799  -0.03
7 H 2.453 -0.970 1.083  0.12
8 H 2.373 -2.796 0.839  0.08
9 H -0.345 -2.235 0.744  0.09
10 H 0.432 -2.305 2.265  0.09
11 H 2.107 -0.747 -1.008  0.04
12 H 0.824 -1.815 -1.086  0.04
13 H -2.207 0.601 -1.220  0.04
14 H -0.777 0.407 -1.539  0.02
15 O -1.596 0.737 -1.950  -0.09
16 H -1.777 2.595 -2.713  0.02
17 H -1.420 3.317 -1.395  0.02
18 O -1.711 3.490 -2.294  -0.11

For the HOMO energy, the calculation gives -4.42 eV. The charge is -1.

***

ii) A 3-piece molecular cluster, C3H10NO4 overall. Source: the Open Molecules 2025 dataset; level of theory: ωB97M-V with the def2-TZVPD basis set.

Each line ends with the Löwdin charge.
Atoms and positions in Å:
1 O -1.808 1.311 -1.252  0.00
2 C -0.824 0.634 -1.479  -0.62
3 N -0.788 -0.688 -1.754  0.06
4 C -1.617 -1.694 -0.631  -0.41
5 O -1.218 -1.338 0.531  -0.24
6 C 0.597 1.306 -1.499  -0.03
7 H 0.130 -1.092 -1.834  0.07
8 H -1.263 -2.687 -1.113  0.09
9 H -2.699 -1.688 -0.761  0.07
10 H 0.552 1.927 -0.599  0.06
11 H 1.467 0.661 -1.450  0.05
12 H 0.592 1.947 -2.372  0.06
13 H 2.283 2.363 2.917  0.03
14 H 1.854 3.498 2.039  0.03
15 O 2.625 3.149 2.500  -0.06
16 H -0.150 -2.385 1.479  -0.01
17 H -0.049 -2.401 3.029  0.00
18 O 0.315 -2.822 2.250  -0.14

For the HOMO energy, the calculation gives -4.11 eV. The charge is -1.

***

Of them, ii) has the lowest stability.

***

i) C3H10NO4 as an isolated structure. Source: the Open Molecules 2025 dataset; level of theory: ωB97M-V with the def2-TZVPD basis set.

Each line ends with the Löwdin charge.
Atoms and positions in Å:
1 C 0.470 3.203 -0.367  -0.31
2 N -0.670 2.402 -0.477  -0.10
3 C -0.251 0.593 -0.222  -0.03
4 C -0.274 -0.973 -0.445  -0.61
5 O 0.818 -1.646 -0.104  -0.14
6 O -1.385 -1.531 -0.601  -0.04
7 H 1.152 3.307 -1.224  0.05
8 H 0.055 4.339 -0.222  0.12
9 H 1.150 3.077 0.571  0.08
10 H -0.610 1.377 -1.017  0.02
11 H 0.712 0.786 0.216  0.09
12 H -0.915 0.490 0.545  0.06
13 H -0.772 -4.011 -1.362  0.04
14 H 0.425 -3.457 -0.596  -0.01
15 O 0.138 -4.282 -1.056  -0.14
16 H 0.549 -1.552 1.732  -0.01
17 H -0.714 -0.909 2.095  0.04
18 O 0.124 -1.213 2.533  -0.10

For the HOMO energy, the calculation gives -5.32 eV. The charge is -1.

***

ii) C3H10NO4 as an isolated structure. Source: the Open Molecules 2025 dataset; level of theory: ωB97M-V with the def2-TZVPD basis set.

Each line ends with the Löwdin charge.
Atoms and positions in Å:
1 O 1.236 -0.259 -1.180  -0.01
2 C 0.033 -0.414 -1.099  -0.59
3 N -0.657 0.665 -0.668  0.07
4 C 0.113 1.679 0.123  -0.44
5 O 0.126 1.683 1.434  -0.21
6 C -0.697 -1.597 -1.621  -0.01
7 H -1.655 0.684 -0.500  0.12
8 H -0.378 2.622 -0.385  0.12
9 H 1.123 1.570 -0.240  0.09
10 H -1.323 -1.269 -2.471  0.09
11 H 0.089 -2.327 -1.744  0.07
12 H -1.258 -1.963 -0.728  0.10
13 H -1.818 0.666 1.773  0.00
14 H -0.397 0.733 2.091  -0.08
15 O -1.291 0.355 2.576  -0.26
16 H 1.917 -0.380 1.296  -0.01
17 H 2.253 -1.389 0.172  0.11
18 O 2.583 -1.061 1.170  -0.15

For the HOMO energy, the calculation gives -3.94 eV. The charge is -1.

***

Of them, i) has the lowest stability.